(1)
Here is a structure of composition C22H29BeBr3FKMgN3NaO12S4 in a non-equilibrium geometry from the Open Molecules 2025 dataset. Energies are from the ωB97M-V functional and the def2-TZVPD basis.

```
78
Properties=species:S:1:pos:R:3:mulliken_charge:R:1
O -4.63655 -0.34955 -5.83898 -0.416
C -4.12444 0.63988 -5.42866 0.691
O -4.83186 1.59725 -4.70320 -0.225
S -6.39148 1.78891 -5.36657 0.169
O -2.81663 0.95451 -5.62755 -0.338
C -1.94357 0.06583 -4.90758 -0.719
C -1.40087 0.77730 -3.63577 -0.361
C 0.13601 1.06693 -3.64329 0.167
S 0.52307 2.83772 -3.34953 -0.121
C 1.29295 2.99546 -1.71644 0.218
S 2.83162 2.49191 -1.48771 -0.133
N 0.72176 3.48150 -0.52037 0.616
C 0.15367 4.80792 -0.53278 -0.133
C 0.62832 5.68959 0.45273 -0.805
C 0.13251 6.95732 0.55981 0.340
C -0.89417 7.46581 -0.38039 -0.201
C -1.32588 6.57193 -1.33243 -1.438
C -0.82284 5.27513 -1.38436 0.192
C -0.12467 2.47808 0.09861 -0.994
C -1.30047 1.98407 -0.44876 0.075
C -2.01153 1.00298 0.21540 -1.087
C -1.60758 0.48005 1.43145 -1.412
C -0.42410 0.97446 1.97748 -0.466
C 0.29051 1.95635 1.31213 1.360
H -6.30272 2.82140 -6.26061 0.207
H -2.52698 -0.81295 -4.58768 0.367
H -1.12511 -0.31176 -5.53946 0.455
H -1.60742 0.14711 -2.75507 0.156
H -1.98334 1.70388 -3.51237 0.266
H 0.51236 0.81107 -4.64666 0.648
H 0.59906 0.44244 -2.85691 -0.458
H 1.38719 5.36768 1.16716 0.465
H 0.52051 7.61440 1.38101 0.141
H -1.29064 8.51463 -0.33240 0.471
H -2.07847 6.92881 -2.03723 0.392
H -1.23866 4.62257 -2.15150 0.241
H -1.64877 2.38529 -1.39957 0.391
H -2.93640 0.63593 -0.23647 0.460
H -2.18727 -0.29991 1.92775 1.101
H -0.10280 0.56173 2.93363 0.443
H 1.24001 2.28272 1.76831 -0.299
Na 1.60800 2.70285 3.54836 1.003
F -8.49039 0.91378 -6.09115 -0.470
O 1.66979 0.06670 2.77950 -0.757
S 2.75254 0.27061 1.81397 1.274
O 3.99939 -0.31362 2.25509 -0.666
O 2.90111 1.70743 1.49236 -0.705
O 2.32196 -0.46213 0.50489 0.110
Mg 3.00005 -0.69411 -1.39104 0.610
K -1.30801 9.70325 1.21487 1.037
C -0.31050 -3.82529 0.98597 0.473
O -0.52579 -5.00930 0.80525 -0.683
N -1.30324 -2.93052 1.27522 -0.315
N 0.94343 -3.28685 0.91662 0.037
H -1.14144 -1.95283 1.42929 0.245
H -2.23940 -3.28871 1.33622 0.191
H 1.69969 -3.91737 0.71046 -0.062
H 1.14616 -2.31070 1.06561 0.135
C 3.81504 2.30589 7.45363 0.652
O 4.02751 3.13175 8.32931 -0.588
O 4.67053 1.15234 7.60099 -0.462
O 3.03133 2.27442 6.50354 -0.591
H 5.12650 1.49294 8.39899 0.387
Be 3.42522 -0.54455 7.88548 0.728
C 5.02257 -5.21136 0.89958 -0.312
Br 4.82942 -4.09765 2.45506 0.031
Br 3.70007 -4.76845 -0.44732 -0.139
Br 6.80764 -5.15726 0.18243 0.008
H 4.82747 -6.23261 1.20308 0.390
C -1.36300 -8.81730 -0.02219 -0.912
C -0.74502 -9.01291 1.34882 -0.231
O 0.65883 -8.77017 1.29894 -0.515
H -0.90329 -9.48966 -0.74841 0.287
H -2.43764 -9.00745 0.00235 0.313
H -1.19509 -7.79739 -0.37751 0.237
H -0.89301 -10.03547 1.69412 0.314
H -1.19509 -8.33346 2.07968 0.237
H 0.78230 -7.86123 1.00280 0.281
```

Properties
calculated total energy	-335072.3300	eV
LUMO level	-9.802	eV
largest force on an atom	3.1	eV/Å
charge	+2
HOMO energy	-10.63	eV

---

(2)
Here is the molecule C5H10NO2 in a non-equilibrium geometry from the Open Molecules 2025 dataset. Energies are from the ωB97M-V functional and the def2-TZVPD basis.

```
18
Properties=species:S:1:pos:R:3:mulliken_charge:R:1
C -0.00371 0.91725 0.90927 -1.271
C -0.08155 -0.11723 -0.21347 0.822
C -1.20769 -1.11469 -0.24279 -0.902
C -2.53760 -0.60138 0.29566 -0.371
O -2.83649 0.66067 -0.03700 -0.427
N 1.21658 -0.77789 -0.32209 -0.407
C 2.35331 0.13108 -0.73743 -0.379
O 3.02924 0.70357 0.24904 -0.338
H -0.86887 1.58616 0.84083 0.360
H 0.06587 0.41713 1.87522 0.284
H 0.96927 1.39988 0.84810 0.414
H -0.85238 0.12492 -1.07302 0.136
H -1.03625 -2.12424 0.18298 0.365
H -3.32139 -1.35062 0.00534 0.388
H -2.60411 -0.75089 1.39679 0.271
H 1.01649 -1.58396 -0.90847 0.280
H 1.88672 0.79144 -1.48683 0.378
H 3.00627 -0.52771 -1.34283 0.398
```

Properties
spin multiplicity	2
<S²>	1.5876
ΔE to the lowest compared entry with this formula, charge and spin	644.05	kJ/mol
calculated total energy	-10924.0139	eV
LUMO level (alpha / beta)	-0.217 / -1.925	eV
largest force on an atom	4.5	eV/Å
charge	0
HOMO energy (alpha / beta)	-9.20 / -8.01	eV

---

(3)
Here is the molecule C4H5NO from the Open Molecules 2025 dataset. Energies are from the ωB97M-V functional and the def2-TZVPD basis.

```
11
Properties=species:S:1:pos:R:3:mulliken_charge:R:1
C 0.08433 1.20110 1.41013 -1.056
C 0.16307 0.15361 0.35165 0.727
C 1.05021 -0.87397 0.12027 -0.814
C 0.46992 -1.39817 -1.04688 -0.170
N -0.64157 -0.74653 -1.41668 0.089
O -0.87331 0.26701 -0.56625 -0.273
H -0.89176 1.19842 1.90681 0.293
H 0.86231 0.99572 2.14564 0.308
H 0.24536 2.20166 0.99310 0.273
H -1.24143 -0.76134 -2.22835 0.215
H 0.77285 -2.23750 -1.66944 0.407
```

Properties
ΔE to the lowest compared entry with this formula, charge and spin	378.68	kJ/mol
calculated total energy	-7762.6018	eV
LUMO level	0.657	eV
structure (SMILES)	CC1=C=CNO1
largest force on an atom	0.4	eV/Å
charge	0
HOMO energy	-7.95	eV

---

(4)
Here is a structure of composition C8H27AgBrN9O5 in a non-equilibrium geometry from the Open Molecules 2025 dataset. Energies are from the ωB97M-V functional and the def2-TZVPD basis.

```
51
Properties=species:S:1:pos:R:3:mulliken_charge:R:1
Ag -1.54884 3.82501 -0.33186 0.526
Br -0.46248 1.44623 0.74063 -0.594
C 2.54938 -0.89494 -0.29378 -0.882
C 2.12953 -1.03235 -1.78092 0.335
C 1.02999 -2.05213 -1.93304 -0.220
O 1.41413 -3.28510 -1.38422 -0.344
C 0.54715 -4.32073 -1.78249 -0.695
N 1.67959 0.23937 -2.32695 -0.625
H 3.18710 -1.74130 -0.03404 0.385
H 1.65005 -0.93315 0.32557 -0.003
H 3.04197 0.06339 -0.15007 0.369
H 2.99537 -1.38952 -2.34284 0.308
H 0.73002 -2.10970 -2.98966 0.391
H 0.12396 -1.71002 -1.39155 -0.139
H -0.45768 -4.14648 -1.37347 0.248
H 0.88840 -5.25342 -1.33453 0.266
H 0.53251 -4.42905 -2.86929 0.304
H 2.43983 0.89874 -2.40721 0.283
H 0.95804 0.66310 -1.75778 0.142
C -3.15069 -2.03156 0.71257 0.575
O -3.84236 -3.03746 0.75291 -0.694
N -1.80025 -2.07200 0.91111 -0.067
N -3.66468 -0.79330 0.45477 -0.226
H -1.18911 -1.27488 0.89815 -0.127
H -1.40926 -2.96873 1.13450 0.181
H -4.65646 -0.68344 0.36031 0.198
H -3.11150 0.04120 0.37315 0.137
C -2.42778 1.93698 -2.89472 0.676
O -2.52690 2.98245 -2.22110 -0.604
N -2.86285 1.90396 -4.17659 -0.366
N -1.88233 0.80436 -2.38042 -0.021
H -3.41987 2.67798 -4.48578 0.254
H -2.75078 1.05942 -4.70610 0.177
H -1.32878 0.90939 -1.53873 -0.337
H -1.73292 0.02985 -3.00404 0.210
C 3.06209 4.48692 1.66805 0.546
O 3.50828 5.53716 1.23049 -0.651
N 3.30775 4.03613 2.94321 -0.361
N 2.25472 3.67314 0.91625 -0.216
H 3.69904 4.66601 3.61575 0.214
H 2.89815 3.16246 3.21741 0.171
H 1.95966 4.03404 0.02712 0.171
H 1.69601 2.90191 1.24455 0.083
C -0.50801 -1.01462 4.25963 0.575
O -0.45680 -1.63181 5.30696 -0.665
N 0.50753 -1.04580 3.33044 -0.139
N -1.56976 -0.25240 3.86291 -0.191
H 0.51822 -0.35552 2.60148 0.018
H 1.30089 -1.60732 3.57445 0.174
H -2.38028 -0.14672 4.43962 0.184
H -1.46898 0.23426 2.98917 0.064
```

Properties
ΔE to the lowest compared entry with this formula, charge and spin	0.00	kJ/mol
calculated total energy	-106428.6748	eV
LUMO level	-1.770	eV
largest force on an atom	1.2	eV/Å
charge	0
HOMO energy	-9.45	eV

---

Q: largest force on an atom of number 4 (C8H27AgBrN9O5)?
A: 1.2 eV/Å

---

Q: Among the records above, which one has the highest calculated total energy?
A: C4H5NO

---

Q: Look up the largest force on an atom of the second one.
A: 4.5 eV/Å